Record 1
A molecular structure, C42H104CuF2N6NiO20PS. Source: the Open Molecules 2025 dataset; level of theory: ωB97M-V/def2-TZVPD.

The geometry in ORCA input format:
```
! wB97M-V def2-TZVPD RIJCOSX def2/J DEFGRID3
* xyz -2 3
Ni -3.15308 2.58625 -4.86200
Cu -6.29870 0.60710 -5.25451
O -4.72335 0.02838 -6.75564
P -3.35552 0.43976 -7.20068
O -2.44223 1.15002 -6.24719
F -3.40074 1.15538 -8.58379
F -2.58777 -0.88460 -7.69166
S -5.91388 3.22296 -6.93496
O -4.75186 2.98274 -6.01793
O -5.54001 2.81648 -8.29150
O -7.05891 2.42919 -6.44596
O -6.34930 4.63783 -6.94897
C 0.07238 1.54787 -2.17011
C -0.55111 2.88887 -2.68353
C 0.49907 3.97719 -2.73177
O -1.21054 2.67909 -3.88205
H 1.12516 1.44331 -2.43533
H -0.44321 0.66466 -2.54734
H -0.15885 1.56575 -1.09757
H -1.36839 3.22222 -2.01643
H 1.32869 3.78619 -3.41428
H 0.96078 4.15352 -1.74679
H 0.07201 4.97288 -2.88725
C -3.89793 0.46985 -1.39944
C -3.93558 0.27364 -2.94800
C -4.68472 -1.02619 -3.21433
O -4.35427 1.34769 -3.68108
H -4.90854 0.48714 -0.97475
H -3.39171 1.33226 -0.95545
H -3.34984 -0.38150 -0.97772
H -2.89747 -0.05241 -3.14266
H -4.52488 -1.30153 -4.25971
H -5.74692 -0.76437 -3.10659
H -4.32696 -1.79159 -2.52480
C -6.64196 0.64757 1.43114
O -6.44680 1.82483 2.21415
C -5.97787 2.88710 1.40328
C -5.85929 4.13260 2.29791
N -4.57440 4.12884 2.96871
C -3.48795 4.45006 2.04956
C -3.03885 5.93060 1.79807
O -2.22722 5.95099 0.64857
C -0.86724 5.64242 0.78283
H -5.76423 0.05212 1.15918
H -6.98235 0.87967 0.41502
H -7.37310 -0.05898 1.81871
H -6.69641 3.01078 0.58367
H -5.04063 2.51211 0.97680
H -6.70428 4.10378 2.98917
H -6.02727 5.03393 1.70686
H -4.38282 3.29994 3.50514
H -3.57867 3.94090 1.08533
H -2.62818 3.97943 2.54060
H -2.49680 6.34094 2.65115
H -3.99976 6.43864 1.70185
H -0.15849 6.47622 0.67289
H -0.45249 5.07836 -0.05763
H -0.58061 5.17129 1.72499
C -7.82510 5.48597 -2.51914
O -6.42244 5.47181 -2.52134
C -5.86047 4.19737 -2.28054
C -4.34448 4.18666 -2.26720
N -3.65937 4.44567 -3.53848
C -4.00432 5.74003 -4.18110
C -3.66051 6.92668 -3.26953
O -2.81943 7.96955 -3.82384
C -1.49636 7.56152 -4.14027
H -8.30139 5.11945 -1.60171
H -8.19309 4.98667 -3.41926
H -8.08223 6.54806 -2.52993
H -6.12104 3.57407 -3.14944
H -6.22506 3.63137 -1.41792
H -4.07828 3.16387 -1.98616
H -3.91994 4.76934 -1.43997
H -2.72594 4.68420 -3.20607
H -5.02469 5.71922 -4.55535
H -3.40586 5.83803 -5.09164
H -3.12720 6.58552 -2.37906
H -4.60044 7.39490 -2.98306
H -1.40422 7.92909 -5.16301
H -1.38974 6.47172 -4.15566
H -0.79990 7.92147 -3.37839
C -4.84156 -7.50622 -1.36486
O -4.58906 -6.30246 -2.04885
C -5.67542 -5.76157 -2.77759
C -5.12362 -4.76363 -3.74523
N -4.17838 -5.43920 -4.61917
C -3.82507 -4.68885 -5.85641
C -3.18321 -5.51346 -6.99184
O -2.00517 -6.14782 -6.60782
C -1.56826 -7.15202 -7.50769
H -4.02311 -7.67511 -0.66034
H -4.73916 -8.39830 -1.99103
H -5.77266 -7.47438 -0.79731
H -6.43123 -5.25112 -2.16757
H -6.13503 -6.59939 -3.31445
H -4.50839 -4.08906 -3.13259
H -5.86493 -4.20024 -4.30124
H -3.28594 -5.57969 -4.17064
H -3.08262 -3.95968 -5.52340
H -4.69373 -4.26094 -6.35478
H -2.96449 -4.83905 -7.82949
H -3.96623 -6.19929 -7.34719
H -2.31735 -7.95021 -7.44016
H -0.59548 -7.54740 -7.23450
H -1.62095 -6.77207 -8.53207
C -0.52074 -0.66222 0.58958
O -0.94761 0.04563 1.76618
C -1.07195 1.44241 1.43275
C 0.25170 2.20491 1.37378
N 0.85634 2.03944 2.71323
C 2.14584 2.70394 2.67046
C 2.64921 3.07470 4.06621
O 1.83468 4.11393 4.59479
C 2.25191 4.56604 5.85431
H -0.67346 -1.71187 0.83476
H 0.48967 -0.33823 0.33515
H -1.07192 -0.52819 -0.34794
H -1.74237 1.95781 2.12130
H -1.61047 1.51866 0.48261
H 0.12043 3.24915 1.10956
H 0.87252 1.70428 0.62015
H 0.95759 1.05250 2.90861
H 2.09411 3.67329 2.17758
H 2.92739 2.02852 2.29820
H 3.70932 3.36099 4.11196
H 2.69181 2.22379 4.76305
H 1.84789 5.57955 5.91542
H 3.32224 4.74615 6.01858
H 1.91546 3.97632 6.71140
C -11.26868 -4.34558 6.77321
O -10.70565 -3.41231 5.85588
C -9.94499 -4.10259 4.88320
C -9.24389 -3.13105 3.89261
N -8.45202 -3.85457 2.94632
C -7.19338 -4.44872 3.43395
C -6.19906 -4.63874 2.25566
O -6.10834 -3.38630 1.62355
C -5.22871 -3.44764 0.51420
H -11.45868 -5.31359 6.30005
H -12.30752 -4.09157 7.00314
H -10.62311 -4.34244 7.64983
H -10.47830 -4.91958 4.38780
H -9.11178 -4.62873 5.37024
H -8.70643 -2.38838 4.50602
H -9.91057 -2.38614 3.44862
H -8.04113 -3.21942 2.26488
H -7.43923 -5.48189 3.71318
H -6.68009 -4.08689 4.33046
H -6.55558 -5.46111 1.61841
H -5.19609 -5.00988 2.49999
H -4.81295 -2.43714 0.43698
H -5.67327 -3.75025 -0.43276
H -4.25936 -3.94366 0.64361
C -8.96606 2.19882 -3.86121
O -8.49136 0.88691 -4.02582
C -9.44185 -0.11944 -4.31364
C -8.74242 -1.44689 -4.49791
N -7.87038 -1.23067 -5.66325
C -7.17399 -2.46907 -5.97363
C -7.09609 -2.64085 -7.48394
O -8.35044 -2.21280 -8.09488
C -8.22730 -2.42671 -9.48323
H -9.98601 2.20461 -3.46308
H -8.92206 2.78807 -4.78238
H -8.32192 2.77458 -3.19559
H -10.05742 0.15859 -5.17548
H -10.12645 -0.18945 -3.45608
H -9.53642 -2.14519 -4.79037
H -8.15357 -1.73345 -3.62759
H -8.56237 -1.14057 -6.40222
H -7.54041 -3.32571 -5.38222
H -6.15980 -2.54967 -5.56136
H -6.89581 -3.63780 -7.87402
H -6.35167 -1.89481 -7.78048
H -9.22207 -2.46020 -9.93180
H -7.82925 -3.41670 -9.74280
H -7.60629 -1.74699 -10.07112
*
```

Calculated values
**⟨S²⟩**: 2.00
**LUMO energy (alpha / beta)**: 3.049 / 3.049 eV
**HOMO level (alpha / beta)**: -1.8419 / -1.8392 eV
**Relative energy (zero: lowest compared OMol25 entry of this formula, charge and spin)**: 0.0000 eV

=====

Record 2
8 unconnected molecules or ions with the total composition C42H104N8O2. Source: the Open Molecules 2025 dataset; level of theory: ωB97M-V/def2-TZVPD.

The geometry in ORCA input format:
```
! wB97M-V def2-TZVPD RIJCOSX def2/J DEFGRID3
* xyz 0 1
C -3.05996 -1.04409 2.76336
C -4.36012 -0.73336 3.52339
N -4.16242 0.06755 4.75833
C -3.43565 1.29893 4.47236
C -4.37603 2.40842 3.89306
C -3.62376 -0.59729 5.93936
C -4.38327 -1.81630 6.52302
H -2.91432 -0.31400 1.96720
H -3.25410 -2.05623 2.40844
H -2.13489 -1.21202 3.31485
H -4.96762 -0.22030 2.77787
H -4.72977 -1.70538 3.84996
H -3.00824 1.71341 5.38539
H -2.58065 1.19920 3.80369
H -3.88766 3.37095 3.74102
H -4.59556 2.24821 2.83748
H -5.33201 2.45698 4.41444
H -3.44557 0.15213 6.71055
H -2.58347 -0.84929 5.73343
H -4.10850 -2.64495 5.87038
H -5.46009 -1.65223 6.56347
H -3.95199 -1.97538 7.51135
C 5.93098 6.94194 2.27753
C 7.20518 6.07108 2.17607
N 7.02774 4.62102 2.23970
C 6.08392 4.17300 1.29443
C 6.47013 2.78477 0.65214
C 6.92405 4.05720 3.67103
C 8.24660 4.12927 4.41462
H 6.04850 7.98242 1.97474
H 5.40251 6.96427 3.23058
H 5.14695 6.69686 1.56105
H 7.56053 6.30215 1.17186
H 7.96553 6.51717 2.81714
H 5.09304 4.18865 1.74832
H 5.96989 4.90873 0.49831
H 7.36060 2.80751 0.02394
H 6.44632 1.93315 1.33206
H 5.73003 2.57513 -0.12013
H 6.56431 3.02943 3.62228
H 6.06506 4.40666 4.24386
H 8.43358 5.16988 4.67969
H 9.13319 3.65687 3.99168
H 8.32829 3.77021 5.44054
C 0.32365 -0.22297 -3.94692
C -0.21294 0.16033 -2.55287
N 0.92345 -0.01662 -1.62270
C 1.84535 1.19147 -1.60263
C 3.30538 0.66633 -1.33658
C 0.47928 -0.29575 -0.22737
C -0.35744 -1.64288 -0.10309
H 0.56328 -1.27703 -4.08706
H 1.24483 0.33396 -4.11829
H -0.44384 0.06407 -4.66572
H -0.63729 1.16415 -2.53345
H -1.04916 -0.47306 -2.25680
H 1.94948 1.80669 -2.49636
H 1.71916 1.96874 -0.84894
H 3.47146 0.16643 -0.38232
H 3.40151 -0.17747 -2.01985
H 4.17072 1.29556 -1.54482
H -0.02858 0.56622 0.20526
H 1.27098 -0.47968 0.49892
H -1.37089 -1.57554 -0.49866
H -0.60851 -1.93637 0.91619
H 0.27394 -2.38345 -0.59401
C -1.83113 -4.62073 3.57780
C -3.02689 -5.64200 3.41597
N -4.21095 -4.95808 3.94963
C -4.39287 -5.15509 5.32754
C -4.77058 -6.54982 5.85158
C -5.38460 -5.44498 3.29309
C -5.49310 -4.90758 1.86224
H -1.88090 -3.93787 4.42593
H -1.65863 -3.91004 2.76956
H -0.94284 -5.25149 3.61227
H -3.13569 -5.95822 2.37854
H -2.65595 -6.51559 3.95201
H -5.11412 -4.39121 5.61806
H -3.54115 -4.69782 5.83109
H -5.06709 -6.44615 6.89534
H -3.85066 -7.12456 5.74423
H -5.59601 -7.00698 5.30589
H -5.41923 -6.53025 3.19779
H -6.34537 -5.21025 3.75126
H -4.91068 -5.29829 1.02784
H -6.51057 -4.92411 1.47159
H -5.25098 -3.84511 1.88740
C -3.90139 -2.65013 -7.59417
C -3.04695 -3.76632 -7.12481
N -2.76414 -3.73566 -5.68578
C -3.85853 -3.49717 -4.76492
C -3.97092 -4.59791 -3.70356
C -1.50101 -3.10454 -5.37857
C -0.94626 -3.73454 -4.16320
H -4.08369 -2.73433 -8.66551
H -3.56088 -1.66014 -7.29076
H -4.89238 -2.73077 -7.14748
H -3.53653 -4.70291 -7.39167
H -2.05549 -3.70669 -7.57375
H -3.49510 -2.54503 -4.37835
H -4.82591 -3.37071 -5.25102
H -3.18165 -4.95949 -3.04446
H -4.81499 -4.40871 -3.04035
H -4.44358 -5.46613 -4.16278
H -1.51733 -2.03038 -5.19415
H -0.72885 -3.28287 -6.12694
H -1.29142 -3.30733 -3.22168
H 0.12750 -3.57650 -4.26401
H -1.13503 -4.79513 -3.99702
C 2.27953 5.12376 2.92009
C 0.75018 4.91028 2.37768
N 0.24935 5.76386 1.28789
C -1.12890 5.38243 0.92158
C -2.23149 5.51321 1.95346
C 1.16552 5.64230 0.17421
C 0.91532 6.31637 -1.15410
H 2.50799 6.17432 3.09962
H 2.97225 4.73404 2.17420
H 2.52476 4.77878 3.92455
H 0.75488 3.90256 1.96225
H 0.11903 4.95409 3.26527
H -1.33212 6.07904 0.10823
H -1.20274 4.31210 0.72915
H -3.23511 5.40017 1.54349
H -2.14187 4.88561 2.84014
H -2.17644 6.56067 2.24993
H 1.23857 4.57378 -0.02831
H 2.08598 6.02409 0.61588
H 1.72990 6.07537 -1.83710
H 1.05262 7.39715 -1.11994
H 0.03996 5.98364 -1.71189
C 2.86764 -2.79064 -2.69798
C 2.55767 -4.11255 -2.12890
O 2.34062 -4.23613 -0.97578
N 2.47870 -5.00576 -3.04586
C 2.01536 -6.42809 -2.81308
H 3.67147 -2.38812 -2.08159
H 2.05923 -2.06176 -2.64043
H 3.25795 -2.87880 -3.71188
H 2.34243 -4.69796 -3.99812
H 1.42464 -6.58823 -1.91114
H 2.85364 -7.08748 -2.58813
H 1.42385 -6.65667 -3.69963
C 4.09631 1.36874 -5.54750
C 2.99084 1.82663 -6.46557
O 2.60221 1.19259 -7.44985
N 2.50291 3.01665 -6.24588
C 1.54227 3.71067 -7.07512
H 5.07954 1.47127 -6.00667
H 3.89498 0.38950 -5.11316
H 3.98979 2.21210 -4.86523
H 2.81136 3.54589 -5.44285
H 0.98007 4.41313 -6.45984
H 0.71590 3.03245 -7.28778
H 1.96317 4.26858 -7.91159
*
```

Calculated values
**LUMO energy**: 0.269 eV
**Structure (SMILES)**: CCN(CC)CC.CCN(CC)CC.CCN(CC)CC.CCN(CC)CC.CCN(CC)CC.CCN(CC)CC.CNC(C)=O.CNC(C)=O
**HOMO level**: -7.9111 eV
**Relative energy (zero: lowest compared OMol25 entry of this formula, charge and spin)**: 6.7609 eV

=====

Question: Which of these has the highest relative energy (zero: lowest compared OMol25 entry of this formula, charge and spin)?
Answer: C42H104N8O2